1.
82
Properties=species:S:1:pos:R:3:forces:R:3 method="wB97M-V/def2-TZVPD" charge=-2 spin_multiplicity=4 e_lumo_ev="3.59 / 3.59" max_force_ev_per_a=10.4 total_energy_ha=-16545.84322 homo_energy_ev="-0.998 / -2.756"
Ti -1.44188 0.41892 0.65036 0.139 0.457 -0.481
O 3.27718 1.38466 -1.79180 0.011 0.830 0.215
C 2.38564 2.41019 -1.92353 -0.003 1.972 0.860
C 1.79657 2.70633 -3.14138 4.537 5.937 5.303
C 0.88357 3.74064 -3.18392 0.583 0.504 0.655
N 0.54156 4.47140 -2.12106 -0.247 0.117 0.261
C 1.11568 4.15744 -0.97997 -0.139 -0.066 -0.166
Br 0.53228 5.14380 0.53691 0.129 0.189 0.128
C 2.05197 3.15149 -0.79962 0.057 -0.298 0.110
H 3.36579 0.96569 -2.65744 0.032 0.609 -0.291
H 1.99509 2.12743 -4.03465 5.152 6.527 2.854
H 0.37692 3.96347 -4.11401 0.023 0.159 0.040
H 2.46884 2.92441 0.16984 -0.054 0.028 0.127
O -2.95219 0.19346 1.96678 -0.099 -0.123 0.279
C -2.91970 -0.57211 3.01455 -0.036 -0.041 -0.025
C -1.78585 -1.18647 3.58881 0.014 0.008 -0.029
C -1.94579 -2.04841 4.69522 0.025 0.013 0.017
C -0.84699 -2.64726 5.29341 -0.033 -0.046 0.030
C 0.44813 -2.42877 4.84200 0.017 0.026 -0.009
C 0.62887 -1.59118 3.74730 0.008 0.007 -0.008
C -0.44022 -0.97274 3.09364 -0.030 -0.120 -0.011
O -0.21694 -0.22461 2.04663 -0.095 -0.104 0.123
N -1.05670 -3.54011 6.41926 -0.016 -0.018 0.036
O -0.07989 -4.02788 6.97649 -0.080 0.033 -0.044
O -2.20549 -3.77909 6.77325 0.092 0.015 -0.019
H -3.87631 -0.76010 3.51289 -0.002 0.047 0.010
H -2.93395 -2.23677 5.09170 -0.002 -0.002 -0.003
H 1.28021 -2.90809 5.33391 0.001 0.002 -0.001
H 1.62130 -1.39182 3.36233 0.006 -0.011 0.005
Br -6.25890 5.09113 -0.91518 0.003 -0.005 0.009
C -4.73414 4.24467 -0.17407 -0.001 -0.017 -0.065
C -4.10427 4.75921 0.94365 0.015 0.001 0.021
Br -4.76238 6.32483 1.78612 0.012 -0.035 0.001
C -2.96385 4.12528 1.45777 0.295 0.046 0.171
Br -2.11283 4.67112 3.05709 -0.094 0.137 0.032
C -2.39576 3.01390 0.84689 -0.316 -0.143 -0.304
O -1.32737 2.38523 1.23140 -0.021 -0.256 -0.123
C -3.09573 2.45085 -0.27557 -0.032 0.082 -0.050
O -2.61401 1.31920 -0.74708 0.152 -0.287 0.232
C -4.22667 3.07575 -0.76881 0.001 0.031 0.125
Br -5.09509 2.22664 -2.22579 -0.008 -0.014 -0.015
C 6.55446 -0.70282 -0.34339 -0.043 0.034 0.019
C 6.64963 -1.25192 -1.75763 -0.008 0.032 -0.010
S 5.23199 -2.22079 -2.24639 0.062 0.021 -0.084
O 4.85296 -3.05609 -1.12844 -0.044 -0.012 -0.028
O 5.55574 -2.84905 -3.50544 0.005 -0.032 -0.047
C 3.98174 -0.99491 -2.48980 0.184 -0.728 0.216
C 2.62495 -1.60815 -2.84628 0.075 -0.003 -0.065
N 1.56210 -0.72501 -2.40885 -0.383 -0.143 0.002
C 0.91083 -0.84639 -1.21401 0.471 0.034 -0.196
N 0.09065 0.16432 -1.03050 -0.270 0.274 -0.194
C 0.18636 0.97918 -2.14256 -0.571 -0.912 0.133
C 1.11574 0.45471 -3.00432 -1.226 -1.747 -0.009
N 1.59336 0.94699 -4.19905 -2.698 -8.417 -2.672
O 1.00204 1.96072 -4.70804 -5.790 -4.371 -7.383
O 2.66991 0.42881 -4.71849 -0.173 0.376 0.381
C 1.13165 -1.98187 -0.27569 0.022 0.017 0.009
H 7.51562 -0.28674 -0.04023 -0.001 0.007 -0.013
H 6.28066 -1.49337 0.35331 0.025 -0.015 0.000
H 5.81073 0.09080 -0.26768 -0.013 -0.006 -0.032
H 7.48325 -1.94546 -1.88313 -0.021 -0.034 0.035
H 6.75203 -0.46912 -2.51061 0.014 -0.006 -0.006
H 4.28617 -0.32186 -3.29208 0.266 -0.238 -0.031
H 3.90484 -0.44861 -1.54681 0.157 -0.392 -0.070
H 2.48790 -2.56711 -2.35030 -0.003 0.019 -0.006
H 2.56275 -1.73366 -3.92079 -0.032 -0.087 0.002
H -0.40353 1.87017 -2.25342 -0.043 -0.091 0.131
H 2.17766 -2.29095 -0.25040 -0.001 0.022 0.009
H 0.52080 -2.84411 -0.55409 0.007 0.013 -0.028
H 0.83555 -1.67004 0.72233 -0.029 0.010 -0.005
O -1.98357 -1.60057 0.05653 0.138 0.143 -0.062
N -3.25737 -1.88247 0.23032 -0.074 0.031 -0.020
C -4.18655 -1.23551 -0.49797 0.020 -0.011 0.031
C -5.52207 -1.50712 -0.30555 -0.009 -0.007 -0.008
C -5.90445 -2.45512 0.63426 0.013 0.004 0.014
C -4.92588 -3.10281 1.36810 -0.008 -0.003 -0.004
C -3.59741 -2.78876 1.16251 0.017 0.014 -0.022
H -3.79499 -0.47816 -1.16471 -0.022 0.011 0.006
H -6.24478 -0.94992 -0.88414 0.001 0.003 0.000
H -6.95050 -2.67210 0.80311 -0.001 -0.005 -0.007
H -5.17332 -3.83354 2.12480 -0.002 0.002 0.002
H -2.76439 -3.21328 1.70118 -0.008 -0.002 0.012



2.
76
Properties=species:S:1:pos:R:3:forces:R:3 method="wB97M-V/def2-TZVPD" charge=+1 spin_multiplicity=1 e_lumo_ev=-3.24 max_force_ev_per_a=0.4 total_energy_ha=-1937.93762 homo_energy_ev=-9.888
C -8.95618 0.26746 4.72511 0.200 -0.180 0.087
C -8.32974 -0.64255 3.70370 0.030 0.061 -0.025
C -8.95244 -1.80436 3.28072 -0.027 0.127 0.109
C -8.34684 -2.63349 2.34985 -0.113 0.032 -0.101
C -7.10228 -2.35779 1.79250 0.061 0.003 0.065
C -6.47132 -3.29384 0.76832 0.058 -0.015 -0.123
C -7.46172 -4.35485 0.27823 -0.120 0.197 0.192
C -5.86243 -2.55948 -0.44307 -0.020 -0.117 0.077
C -6.47181 -1.19726 2.26265 -0.030 -0.123 0.028
O -5.20552 -0.89095 1.80484 0.203 -0.181 -0.178
C -4.27096 -0.54422 2.80111 0.122 0.103 -0.097
C -2.88933 -0.66750 2.23147 0.006 0.040 0.061
C -2.60508 -0.74181 0.93046 0.025 0.005 0.127
C -1.20007 -0.78661 0.47004 -0.002 0.188 -0.169
O -0.86853 -0.49500 -0.66101 -0.123 -0.208 0.193
C -0.16019 -1.19559 1.47278 -0.041 0.028 0.106
C 1.18064 -1.59651 0.93267 0.053 -0.186 0.182
P 2.51134 -0.37798 1.16184 -0.147 0.229 -0.184
O 3.05532 0.10305 -0.11775 0.130 -0.102 0.178
O 3.55813 -1.05645 2.16654 -0.014 -0.095 -0.152
O 1.97778 0.81013 2.06453 0.078 -0.028 -0.069
C -0.45573 -1.14098 2.77362 0.109 -0.108 -0.345
C -1.77088 -0.62393 3.22275 -0.073 0.020 -0.006
O -1.92501 -0.16335 4.33236 0.001 -0.173 -0.006
C -7.07625 -0.35334 3.17377 -0.176 0.088 0.197
H -10.02149 0.07247 4.82348 -0.053 0.090 -0.040
H -8.79076 1.31426 4.47605 -0.102 0.044 -0.030
H -8.50080 0.09340 5.70347 -0.030 0.028 0.007
H -9.92573 -2.05695 3.68190 -0.019 -0.068 -0.029
H -8.88298 -3.52121 2.04830 0.029 -0.008 -0.013
H -5.65584 -3.82701 1.26948 0.042 0.037 0.021
H -7.04467 -4.89883 -0.56580 0.046 -0.099 0.037
H -8.39307 -3.88480 -0.04579 0.040 -0.031 -0.146
H -7.71719 -5.06289 1.06637 0.026 -0.081 -0.036
H -4.83263 -2.27527 -0.25447 0.015 0.123 0.037
H -5.85502 -3.22426 -1.30721 -0.044 0.050 -0.043
H -6.42548 -1.66184 -0.69606 -0.044 0.009 -0.051
H -4.40324 0.48699 3.14756 0.002 -0.016 0.034
H -4.36852 -1.18820 3.68085 -0.023 -0.026 -0.025
H -3.38407 -0.72197 0.18202 0.025 0.072 -0.077
H 1.13958 -1.78146 -0.13877 -0.135 0.056 -0.036
H 1.47775 -2.52392 1.42817 0.095 0.043 -0.018
H 3.99517 -1.82290 1.77341 0.109 0.010 0.112
H 1.78132 0.57549 2.97991 -0.036 0.058 0.032
H 0.26144 -1.43006 3.53556 -0.055 0.138 0.108
H -6.56877 0.55177 3.48840 0.010 -0.032 -0.031
C 4.50921 0.45291 -3.25640 -0.046 -0.009 0.097
C 4.95359 1.87769 -3.52131 -0.056 -0.074 -0.167
N 5.49332 2.61906 -2.31652 -0.090 0.063 0.066
C 4.38922 2.69685 -1.30012 0.054 -0.066 -0.020
C 5.80283 4.04856 -2.69828 0.052 0.035 -0.084
C 6.91382 4.30150 -3.70396 0.038 0.020 0.034
C 6.63449 1.91841 -1.61984 -0.014 -0.039 -0.009
C 7.87866 1.54742 -2.40330 0.088 -0.020 -0.063
O 7.58446 0.62107 -3.41947 -0.079 0.011 -0.006
C 8.38293 0.71687 -4.59237 0.033 -0.031 0.014
H 3.68525 0.39049 -2.54700 0.009 0.005 -0.012
H 4.15891 0.04089 -4.20240 0.012 0.017 -0.026
H 5.32646 -0.17570 -2.91330 0.028 0.010 -0.038
H 4.10543 2.47570 -3.85742 0.018 0.046 0.010
H 5.71579 1.91142 -4.29282 0.040 -0.051 0.069
H 3.52837 3.17270 -1.76214 -0.018 0.017 0.005
H 4.73371 3.28378 -0.45226 0.015 0.030 -0.014
H 4.13327 1.69382 -0.97634 -0.118 0.015 0.098
H 6.01439 4.56710 -1.76413 -0.018 0.009 0.016
H 4.86078 4.43339 -3.08565 -0.018 0.014 0.028
H 7.89724 4.30457 -3.24177 -0.002 -0.027 -0.015
H 6.76277 5.29741 -4.11877 -0.039 0.000 -0.004
H 6.91271 3.60240 -4.53792 -0.010 0.004 -0.006
H 6.20087 1.01691 -1.19117 0.009 -0.012 0.010
H 6.92154 2.57650 -0.79890 0.016 -0.026 0.031
H 8.54796 1.08762 -1.66521 0.029 0.044 0.019
H 8.39862 2.41882 -2.79745 -0.047 0.012 -0.027
H 9.33422 1.21318 -4.39403 0.022 -0.022 0.009
H 7.85016 1.26424 -5.37670 0.019 0.038 0.023
H 8.58313 -0.29118 -4.94793 -0.015 -0.006 0.002



3.
111
Properties=species:S:1:pos:R:3:forces:R:3 method="wB97M-V/def2-TZVPD" charge=+2 spin_multiplicity=5 e_lumo_ev="-5.10 / -7.82" max_force_ev_per_a=0.7 total_energy_ha=-5076.65877 homo_energy_ev="-11.990 / -12.039"
Ru 0.46167 1.09829 0.15068 -0.436 -0.009 0.423
O 1.03429 -1.26043 -2.40582 0.069 -0.124 0.118
P 1.37305 -2.71179 -2.31840 0.007 0.329 -0.013
C 1.59620 -3.24006 -0.57925 -0.101 0.057 0.040
P 2.14518 -1.93362 0.53365 -0.042 -0.220 0.017
O 1.08294 -0.84290 0.63018 0.323 0.224 -0.633
C 2.27491 -2.67178 2.15598 -0.113 0.006 0.169
C 3.48347 -3.08482 2.71166 0.001 0.004 0.016
C 3.50166 -3.65292 3.97811 -0.026 -0.007 0.004
C 2.32011 -3.80825 4.68844 0.000 0.008 -0.008
C 1.11109 -3.39383 4.14002 0.000 0.011 -0.023
C 1.08436 -2.82380 2.87803 0.107 -0.033 0.003
C 3.76365 -1.39213 0.01825 0.074 0.172 -0.079
C 4.74863 -2.33065 -0.29577 -0.047 -0.029 -0.063
C 6.01548 -1.90888 -0.66545 -0.013 0.014 0.010
C 6.30585 -0.55187 -0.72519 0.001 0.000 0.005
C 5.33092 0.38799 -0.41650 0.031 -0.048 -0.002
C 4.06451 -0.03327 -0.04197 -0.021 -0.014 -0.004
C 2.90543 -3.09842 -3.17056 0.084 -0.052 -0.150
C 3.19392 -4.39002 -3.61431 0.059 0.025 0.066
C 4.36822 -4.63884 -4.30949 -0.009 -0.007 0.028
C 5.24623 -3.59810 -4.58496 -0.011 0.031 0.012
C 4.95773 -2.30872 -4.15568 0.000 -0.039 0.014
C 3.79249 -2.05947 -3.44627 0.008 0.035 0.045
C 0.13936 -3.81863 -2.98204 -0.046 -0.099 -0.128
C -0.14721 -5.06550 -2.43083 -0.060 0.000 -0.032
C -1.03686 -5.91737 -3.07086 0.000 0.017 0.000
C -1.63438 -5.52673 -4.26055 -0.011 0.000 0.002
C -1.35199 -4.28370 -4.81446 0.004 -0.018 0.018
C -0.46586 -3.42997 -4.17952 -0.016 -0.013 0.072
H 2.27894 -4.09114 -0.52340 -0.041 -0.007 0.101
H 0.62463 -3.54018 -0.17481 0.011 -0.085 -0.015
H 4.41263 -2.95536 2.17173 -0.019 0.005 0.030
H 4.44051 -3.97229 4.41086 -0.012 0.012 -0.010
H 2.34065 -4.25072 5.67620 -0.007 0.001 -0.026
H 0.19106 -3.51847 4.69669 0.018 0.014 -0.008
H 0.14532 -2.48576 2.45471 0.001 -0.012 0.003
H 4.53068 -3.39281 -0.26719 0.016 0.028 -0.017
H 6.77349 -2.63899 -0.91689 -0.015 0.009 0.016
H 7.29769 -0.22558 -1.01039 -0.018 -0.007 -0.006
H 5.56111 1.44457 -0.45777 -0.010 -0.010 -0.004
H 3.31062 0.70390 0.20519 -0.057 0.044 0.029
H 2.49884 -5.20175 -3.43105 0.000 0.022 -0.017
H 4.59192 -5.64167 -4.64928 -0.015 0.020 -0.007
H 6.15288 -3.79241 -5.14447 -0.026 0.009 0.022
H 5.64064 -1.49857 -4.37591 0.001 0.000 0.001
H 3.56641 -1.05809 -3.09392 -0.020 -0.052 -0.073
H 0.31554 -5.38479 -1.50465 0.004 -0.017 -0.025
H -1.26068 -6.88574 -2.64340 0.001 0.013 0.000
H -2.32562 -6.19421 -4.75823 0.011 0.007 -0.002
H -1.81891 -3.98606 -5.74406 -0.003 0.003 0.018
H -0.24337 -2.45694 -4.60144 0.011 -0.016 -0.004
N -6.58072 3.47729 -4.54539 0.147 -0.021 0.095
C -5.67763 3.23416 -3.55862 -0.159 0.053 -0.174
C -5.60110 1.96443 -2.96243 0.000 -0.123 0.015
C -4.69367 1.71700 -1.96196 0.029 -0.016 -0.077
C -3.83632 2.73344 -1.54259 -0.195 0.127 -0.074
C -3.89587 4.00092 -2.12085 -0.008 -0.124 -0.068
C -4.80747 4.24610 -3.12083 0.070 0.105 -0.001
S -2.78017 2.44474 -0.22549 0.347 -0.263 -0.006
O -2.31359 3.70710 0.30111 -0.115 -0.070 0.000
O -3.42845 1.52660 0.68770 0.005 0.104 0.220
N -1.43886 1.60843 -0.73309 0.274 -0.074 -0.527
C -0.86987 1.69153 -1.98980 -0.061 0.184 0.229
N 0.45563 1.45283 -1.86446 0.166 -0.258 -0.050
C 1.23438 1.42258 -2.94858 0.067 -0.001 0.306
C 0.68543 1.64396 -4.18344 -0.221 0.096 -0.108
C -0.68559 1.90400 -4.21594 0.090 -0.012 -0.099
N -1.46495 1.93713 -3.14047 -0.128 0.016 0.000
H -7.24534 2.77895 -4.82178 -0.003 -0.007 0.011
H -6.67178 4.39131 -4.94825 -0.011 0.009 0.017
H -6.27192 1.18063 -3.29221 0.009 0.012 0.016
H -4.64503 0.73909 -1.50008 -0.019 0.041 0.011
H -3.23107 4.78182 -1.77834 -0.023 0.009 0.013
H -4.86840 5.22978 -3.57087 0.010 -0.021 0.022
H 2.28954 1.24290 -2.79683 -0.021 -0.106 0.036
H 1.28821 1.61472 -5.07835 -0.055 0.037 0.001
H -1.18481 2.09744 -5.15937 0.023 -0.008 0.004
N -3.85805 0.27320 3.55774 0.085 -0.221 -0.101
C -2.87566 0.46623 4.46853 0.312 -0.467 0.012
O -3.05638 0.46897 5.66900 -0.067 -0.241 -0.114
C -1.47132 0.65435 3.93946 -0.048 -0.097 0.089
C -0.43650 0.70048 4.86023 0.001 0.057 0.089
C 0.86479 0.88116 4.41678 0.000 -0.008 0.126
C 1.08962 1.02286 3.06875 -0.088 -0.034 -0.276
N 0.09011 0.97743 2.17295 -0.266 -0.019 0.456
C -1.16822 0.78860 2.60036 0.440 -0.245 -0.052
H -4.79008 0.17324 3.92804 0.009 -0.097 -0.050
H -3.77026 0.53718 2.58607 -0.001 -0.104 0.012
H -0.67818 0.59603 5.91059 0.013 0.005 -0.006
H 1.69753 0.91399 5.10523 -0.020 0.004 -0.003
H 2.08410 1.17337 2.67178 0.029 0.027 -0.016
H -1.92572 0.74708 1.83530 -0.003 0.009 -0.094
S -1.93964 7.24565 2.68195 0.051 -0.140 0.007
C -1.01981 5.90491 2.31156 -0.170 0.047 0.129
S 0.18674 5.84819 1.09650 0.096 0.017 -0.092
C 0.38439 4.16454 1.38433 0.121 0.014 -0.176
N -0.36350 3.70204 2.36169 -0.053 0.343 0.109
N -1.13520 4.66860 2.85589 0.056 -0.131 0.036
C -2.04332 4.31690 3.90699 -0.051 0.166 0.041
C -2.00432 5.01852 5.10244 0.100 -0.032 -0.012
C -2.92188 4.69229 6.08850 -0.042 -0.101 0.013
C -3.84440 3.67922 5.86642 0.022 0.081 -0.064
C -3.85140 2.97776 4.66357 -0.299 0.521 0.185
C -2.94353 3.28899 3.66915 -0.156 0.192 -0.134
S 1.48372 3.27416 0.40326 0.128 -0.096 -0.046
H -1.24002 5.76553 5.27769 -0.075 0.046 -0.048
H -2.90859 5.22442 7.02955 0.003 -0.017 0.005
H -4.56121 3.42765 6.63652 0.018 -0.014 -0.010
H -4.57210 2.18741 4.50018 0.038 0.461 0.111
H -2.95224 2.78335 2.70861 -0.049 0.184 0.125



4.
29
Properties=species:S:1:pos:R:3:forces:R:3 method="wB97M-V/def2-TZVPD" spin_multiplicity=2 e_lumo_ev="-2.16 / -5.61" max_force_ev_per_a=11.6 total_energy_ha=-5255.08138 homo_energy_ev="-9.181 / -9.181"
K 11.51085 16.99896 -2.43838 0.224 -0.187 -0.417
K 12.95020 20.87695 -6.61184 0.482 -0.586 -0.191
N 13.59436 16.89599 -4.30431 5.185 2.619 3.023
S 15.01401 17.79144 -4.70402 4.277 2.485 0.588
O 14.78203 19.22094 -5.01055 -0.566 -2.829 0.586
O 16.04694 17.10162 -5.47649 -2.936 0.995 1.566
F 15.64847 17.89838 -3.24029 -0.962 -0.418 -0.424
S 13.16511 16.70567 -5.70909 -6.449 -3.727 -8.954
O 13.70276 15.69432 -6.62776 -0.094 2.324 2.536
O 12.52185 17.85187 -6.37159 1.460 -0.487 1.147
F 11.79874 15.93840 -5.20778 -0.443 -0.237 0.392
N 15.20628 20.80042 -8.17608 0.986 -3.237 -0.610
S 15.93467 19.38255 -8.78912 1.574 -6.954 1.744
O 17.24401 19.06389 -8.23593 -1.663 1.752 -0.637
O 15.65999 18.81390 -10.10766 0.368 2.281 1.553
F 15.00893 18.39566 -7.95073 -0.582 0.346 0.704
S 15.55240 21.49612 -9.49273 -0.630 7.405 -6.194
O 14.77513 21.25242 -10.69579 -0.021 -0.332 1.830
O 16.91912 21.82394 -9.77929 0.329 -1.194 0.922
F 15.01316 22.96196 -9.09389 -0.530 0.042 0.796
N 19.74518 16.17623 -4.64919 -1.140 0.667 2.219
S 18.85977 16.05358 -3.20723 -4.910 6.153 3.986
O 19.59329 15.73435 -2.03918 0.521 -0.714 -0.845
O 17.46150 15.66603 -3.35046 3.166 0.029 -0.217
F 18.74112 17.67992 -3.05971 0.199 -1.684 -0.513
S 19.71302 14.64808 -4.81899 4.325 -8.730 -5.544
O 18.43639 14.18917 -5.39933 2.540 1.046 1.636
O 20.50795 13.78246 -3.87509 -3.223 3.076 -2.221
F 20.73589 14.62503 -6.10793 -1.488 0.098 1.541